No. 1
Below is C41H35ClN2O5S2SbTc as an isolated structure, with properties calculated with the ωB97M-V functional and the def2-TZVPD basis.

Properties
Energy relative to the best compared isomer or geometry (same formula, charge and spin), kJ/mol: 0.0
Calculated total energy, eV: -99199.730
2S+1: 4
Expectation value of S²: 3.823
Total charge: +3

Last column: Mulliken charge in e.
Geometry (Å):
Sb (0.59598, -1.05328, 0.70370)  3.539
Tc (1.18628, 1.66221, 0.91737)  0.161
Cl (3.33598, 1.28438, 2.56143)  1.692
S (-5.66814, 1.52107, 2.82935)  -0.048
S (4.06860, 1.96768, -4.09434)  0.056
O (1.38256, 3.85490, 1.18355)  -0.569
O (3.63779, -0.08000, 2.71145)  -0.446
O (3.25963, 1.62088, 1.06820)  -0.667
O (1.87169, 1.54712, 2.91147)  -0.669
O (4.17866, 2.17759, 3.22739)  -0.549
N (-0.91914, 1.87643, 0.85417)  0.286
N (0.81680, 1.94567, -1.14640)  0.229
C (2.18033, -1.23333, -1.88737)  0.660
C (-3.61076, 2.14128, 4.21981)  -0.311
C (-1.87860, -1.23173, 2.49348)  0.563
C (-1.42890, 2.01691, -0.41072)  -0.550
C (-2.36821, 2.36108, -3.03699)  -1.344
C (2.28983, -3.65303, 3.72769)  -1.173
C (3.37685, 2.31967, -6.56782)  -0.608
C (-1.43874, -1.41229, 1.17242)  1.453
C (1.36947, 2.16454, -3.46790)  0.887
C (-3.24792, 2.27315, -2.01890)  -1.203
C (2.19871, 2.35401, -5.86903)  -0.448
C (-3.99302, 1.90991, 2.91355)  0.573
C (4.48419, 2.11681, -5.72383)  -0.209
C (2.48986, -4.86374, 3.08843)  -0.876
C (0.00932, 2.31680, -3.78531)  -0.470
C (-2.29649, -1.97660, 0.22114)  -1.311
C (1.67166, -3.94660, 0.98882)  1.115
C (1.32548, -1.06878, -4.16088)  -0.944
C (-3.16699, 1.96084, 1.72796)  0.512
C (3.37328, -1.40472, -0.96933)  -1.406
C (-0.18137, -0.86911, -2.30492)  -0.706
C (-2.80176, 2.10811, -0.66021)  0.855
C (-3.20426, -1.54467, 2.79519)  -0.583
C (0.86881, -1.07382, -1.40754)  1.209
C (-0.95533, 2.26657, -2.79086)  0.432
C (-4.06787, -2.05313, 1.83468)  -0.933
C (1.31152, -4.21917, -0.45138)  -1.108
C (-0.50887, 2.08140, -1.46934)  -0.126
C (1.80316, -2.58005, 3.00637)  -1.152
C (2.38123, -1.23505, -3.26756)  -1.163
C (-1.75485, 1.86868, 1.87002)  -1.198
C (-3.67013, 2.06017, 0.43810)  -0.873
C (1.51896, -2.71227, 1.64512)  1.111
C (2.17774, -5.00150, 1.74572)  -0.705
C (1.71696, 1.97253, -2.10264)  -1.441
C (-0.97618, -0.82717, 3.63521)  -1.637
C (-4.67452, 2.00243, 5.13254)  -0.708
C (0.04078, -0.86911, -3.67743)  -1.396
C (-3.60805, -2.28880, 0.54653)  -1.053
C (2.38100, 2.17895, -4.47203)  0.975
C (-5.84384, 1.66353, 4.51344)  -0.417
H (-1.49399, -0.16678, 4.33692)  0.480
H (-0.06156, -0.32603, 3.32029)  -0.230
H (3.38441, -1.40769, -3.64926)  0.571
H (-2.61022, 2.44512, 4.52247)  0.573
H (-2.71475, 2.49909, -4.05676)  0.517
H (-0.67362, -1.70894, 4.20312)  0.515
H (-4.74061, 2.13080, 0.26894)  0.560
H (3.64399, -0.46491, -0.47120)  0.170
H (1.65757, -1.63882, 3.51640)  0.606
H (-4.31336, 2.33954, -2.20835)  0.538
H (1.50585, -1.11765, -5.22991)  0.537
H (2.87626, -5.71370, 3.63944)  0.429
H (-4.26053, -2.73210, -0.19939)  0.511
H (1.22925, 2.50346, -6.33189)  0.473
H (1.25907, 4.16748, 2.09799)  0.338
H (-1.94585, -2.21233, -0.77476)  0.531
H (-6.81231, 1.49168, 4.97050)  0.478
H (2.51124, -3.54210, 4.78272)  0.492
H (2.74781, 1.82217, -1.79431)  0.663
H (-5.09008, -2.29650, 2.10111)  0.484
H (2.07847, -3.86668, -1.14371)  0.251
H (0.37140, -3.76029, -0.73822)  0.101
H (-1.19086, -0.70325, -1.94802)  0.485
H (2.19657, 4.28197, 0.86912)  0.326
H (-3.55553, -1.40688, 3.81450)  0.528
H (3.20181, -2.14011, -0.18178)  0.062
H (2.31220, -5.96505, 1.26292)  0.479
H (3.47234, 2.43467, -7.64180)  0.474
H (-4.58785, 2.15735, 6.20245)  0.437
H (1.20176, -5.29177, -0.60810)  0.555
H (4.24792, -1.74019, -1.52639)  0.570
H (-0.79517, -0.74339, -4.36111)  0.583
H (-0.30582, 2.45942, -4.81539)  0.435
H (-1.31329, 1.76110, 2.85669)  0.669
H (5.52824, 2.05398, -6.02680)  0.497

No. 2
Below is C41H36BCuNO4PS as an isolated structure in a non-equilibrium geometry, with properties calculated with the ωB97M-V functional and the def2-TZVPD basis.

Properties
Calculated total energy, eV: -118221.989
2S+1: 2
Expectation value of S²: 0.782
Total charge: -1

Last column: Mulliken charge in e.
Geometry (Å):
Cu (18.78860, 10.71716, 8.26792)  -0.758
S (16.46747, 17.36188, 10.58441)  -0.351
P (20.30767, 12.20682, 8.74883)  0.652
O (17.76181, 23.87278, 10.31554)  -0.593
O (16.63845, 11.20521, 10.61016)  -0.496
O (17.69667, 13.24534, 10.22643)  -0.208
O (16.32181, 23.89465, 8.55686)  -0.516
N (17.37916, 9.55368, 7.57925)  -0.283
C (17.01695, 23.24818, 9.59778)  0.575
C (19.80765, 10.29609, 13.54418)  -0.515
C (20.17715, 13.53845, 6.34312)  -0.224
C (23.99549, 10.16268, 8.82379)  -0.547
C (20.92831, 11.09750, 13.66925)  -0.728
C (19.09915, 14.79256, 8.09269)  -0.667
C (19.43959, 14.35415, 5.39763)  -0.577
C (20.22060, 12.12652, 11.57252)  -0.929
C (18.55236, 15.32721, 5.76026)  -0.809
C (13.92796, 12.72374, 8.55807)  0.582
C (24.95106, 11.11827, 8.57969)  -0.547
C (18.84321, 10.49016, 12.56378)  -0.892
C (24.47786, 12.36857, 8.12615)  -0.607
C (11.42888, 13.27612, 8.29226)  -1.452
C (16.03432, 19.58847, 9.19006)  -0.874
C (23.12915, 12.69758, 8.02931)  -0.398
C (16.90635, 21.77129, 9.77925)  0.881
C (16.66405, 18.97938, 10.33972)  0.315
C (16.70789, 6.97020, 7.47909)  -0.892
C (16.47611, 13.23888, 9.63484)  0.711
C (22.29064, 12.98731, 12.71439)  -1.028
C (18.99454, 11.53304, 11.63985)  0.885
C (22.37981, 13.94832, 11.73292)  -0.761
C (22.14402, 11.77762, 8.44698)  0.709
C (14.55975, 11.75532, 9.37554)  -1.440
C (15.88714, 11.98208, 9.75011)  0.369
C (14.56910, 13.95871, 8.41140)  -0.910
C (20.67698, 12.86866, 10.43869)  1.078
C (15.80551, 14.27728, 9.02948)  -0.758
C (16.16998, 20.91912, 8.93693)  -0.360
C (18.37408, 15.55706, 7.17795)  -0.226
C (19.83862, 13.61563, 7.66125)  0.790
C (21.61243, 13.90774, 10.59089)  -0.520
C (17.41753, 19.89399, 11.22435)  -0.642
C (12.61612, 12.38622, 7.87398)  2.041
C (12.75456, 12.71234, 6.34885)  -1.473
C (21.14372, 12.06356, 12.69057)  0.563
C (12.24697, 10.89703, 8.04077)  -2.170
C (17.44185, 21.27830, 10.98723)  -0.621
C (22.60961, 10.52026, 8.79769)  -0.499
C (16.95635, 8.44709, 7.61596)  0.707
B (17.79568, 11.93622, 10.87799)  0.811
H (21.62728, 10.90447, 14.49298)  0.342
H (14.11500, 14.73942, 7.76286)  0.274
H (11.82882, 12.79199, 5.81090)  0.430
H (14.02171, 10.89372, 9.67561)  0.551
H (13.35980, 11.89197, 5.96542)  0.400
H (22.79832, 13.66917, 7.68637)  0.282
H (19.77525, 9.34800, 14.16777)  0.230
H (19.64492, 14.22674, 4.36464)  0.416
H (17.69687, 16.30942, 7.49493)  0.597
H (18.06393, 9.78253, 12.47332)  0.403
H (23.23028, 14.58745, 11.82578)  0.368
H (21.86713, 14.50545, 9.69613)  0.414
H (11.63529, 14.37140, 8.22249)  0.307
H (21.93500, 9.74059, 9.07718)  0.272
H (12.99945, 10.16126, 7.71901)  0.316
H (15.81542, 23.36510, 7.89931)  0.308
H (17.93240, 15.81965, 5.04828)  0.438
H (15.43046, 18.92692, 8.56945)  0.342
H (11.93102, 10.66140, 9.04808)  0.407
H (19.10250, 15.19288, 9.11056)  0.334
H (23.04294, 12.88423, 13.50459)  0.339
H (13.19323, 13.73872, 6.26560)  0.301
H (25.99500, 10.97920, 8.86299)  0.361
H (11.35788, 10.82421, 7.41425)  0.502
H (18.03028, 19.55220, 12.04536)  0.348
H (16.03898, 6.68552, 8.27477)  0.289
H (17.86443, 22.05494, 11.59341)  0.430
H (16.02692, 15.36963, 9.08835)  0.192
H (16.18636, 6.86322, 6.52170)  0.301
H (10.57877, 13.10754, 7.58433)  0.396
H (24.20290, 9.15449, 9.14692)  0.363
H (11.05154, 13.01020, 9.33723)  0.340
H (15.59278, 21.31177, 8.06243)  -0.078
H (25.18704, 13.01942, 7.74025)  0.464
H (20.92963, 12.76063, 6.02660)  0.315
H (17.62204, 6.37594, 7.52699)  0.309